Density functional theory data (ωB97M-V with the def2-TZVPD basis set) for a cluster of 2 separate species, C2H3O2 in total at a distorted geometry.

Summary:
* DFT total energy: -228.095662 a.u.
* energy above the lowest of the compared OMol25 structures with the same formula, charge and spin: 106.4 kJ/mol
* total charge: +1
* LUMO level: -6.8149 eV
* HOMO-LUMO gap: 8.84 eV
* molecular weight: 59.04 u
* HOMO: -15.65 eV
* F_max: 0.08004 hartree/bohr

```
7
Properties=species:S:1:pos:R:3:mulliken_charge:R:1
C 1.334 -0.155 0.127 0.051
C -1.757 0.164 -0.285 0.462
O -2.464 -0.675 -0.143 0.058
O 0.401 -0.107 0.850 -0.438
H 1.193 0.066 -0.888 0.193
H 2.427 -0.354 0.532 0.253
H -1.134 1.061 -0.193 0.420
```